9
Properties=species:S:1:pos:R:3:lowdin_charge:R:1 method="wB97M-V/def2-TZVPD" total_energy_ev=-18842.227 orbital_gap_ha=0.3400 homo_energy_ev=-9.833 smiles="O=[N+]([O-])OOCI"
C -0.896 1.304 0.313 -0.69
N 1.040 -1.750 -0.553 -0.40
O 0.577 -2.477 0.205 0.19
O 1.959 -1.831 -1.303 0.16
O -0.909 -0.016 0.100 -0.17
O 0.323 -0.443 -0.709 -0.02
I 0.471 1.854 1.918 0.71
H -0.652 1.965 -0.662 0.13
H -1.912 1.394 0.691 0.07

---

6
Properties=species:S:1:pos:R:3:lowdin_charge:R:1 method="wB97M-V/def2-TZVPD" total_energy_ev=-21492.345 orbital_gap_ha=0.3172 homo_energy_ev=-9.110
C 0.659 -3.411 1.341 -0.62
N 0.245 0.106 -0.005 -0.51
S 2.086 -3.764 1.736 0.60
I 2.206 -0.503 -0.446 0.58
H -0.171 0.579 -0.862 -0.01
H -0.279 -0.820 0.121 -0.03

---

7
Properties=species:S:1:pos:R:3:lowdin_charge:R:1 method="wB97M-V/def2-TZVPD" total_energy_ev=-40127.920 orbital_gap_ha=0.2841 homo_energy_ev=-8.922 smiles="PC(=S)SI"
C 0.030 -0.502 -0.057 -1.56
P -1.808 0.109 -0.185 0.74
S 0.715 -1.446 -1.110 0.59
S 0.802 0.401 1.363 0.12
I 3.172 -0.159 1.632 0.35
H -1.487 1.421 -0.047 -0.16
H -1.425 0.177 -1.596 -0.08

---

7
Properties=species:S:1:pos:R:3:lowdin_charge:R:1 method="wB97M-V/def2-TZVPD" total_energy_ev=-6020.830 orbital_gap_ha="0.1445 / 0.1446" homo_energy_ev="-4.849 / -4.855"
O 1.333 1.089 -0.197 -0.22
C 1.445 -0.153 -0.139 -0.16
O -1.235 0.095 0.031 -1.12
Rb -4.369 -1.340 0.928 0.77
Li -0.537 1.683 -0.249 0.58
H 1.968 -0.641 0.710 0.08
H 1.394 -0.733 -1.085 0.08

---

5
Properties=species:S:1:pos:R:3:lowdin_charge:R:1 method="wB97M-V/def2-TZVPD" total_energy_ev=-4046.420 orbital_gap_ha=0.3365 homo_energy_ev=-8.703
C 0.724 0.034 0.078 -0.02
N -1.924 0.218 0.047 0.16
N -0.708 0.176 -0.020 -0.19
H 0.743 -0.863 0.694 0.04
H 1.165 0.435 -0.800 0.02

---

7
Properties=species:S:1:pos:R:3:lowdin_charge:R:1 method="wB97M-V/def2-TZVPD" total_energy_ev=-8138.280 orbital_gap_ha="0.3487 / 0.3493" homo_energy_ev="-9.815 / -9.940"
C 2.772 -0.219 0.491 -0.03
N 0.592 0.516 0.641 0.00
N -0.143 -0.668 -1.141 0.09
O 3.272 0.793 0.359 0.02
O 0.085 0.441 -0.524 -0.25
H -0.537 -0.409 -2.048 0.06
H 0.839 1.508 0.952 0.10

---

8
Properties=species:S:1:pos:R:3:lowdin_charge:R:1 method="wB97M-V/def2-TZVPD" total_energy_ev=-18975.506 orbital_gap_ha="0.3229 / 0.3229" homo_energy_ev="-11.395 / -11.396"
C 2.325 -0.597 1.870 -0.24
N 2.973 -0.883 2.795 -0.05
N 0.014 0.024 -0.563 -0.11
O 2.065 -1.140 -1.377 -0.28
O 2.433 1.173 -0.622 -0.27
S 1.718 -0.043 -0.527 0.68
H -0.642 0.494 0.140 0.12
H -0.215 -1.062 -0.613 0.13

---

8
Properties=species:S:1:pos:R:3:lowdin_charge:R:1 method="wB97M-V/def2-TZVPD" total_energy_ev=-18975.444 orbital_gap_ha="0.3205 / 0.3206" homo_energy_ev="-9.807 / -9.807"
C 0.121 -0.473 -0.362 -0.09
N 2.166 -0.109 0.815 0.17
N 1.210 -0.405 0.150 -0.11
O -2.527 -0.712 -0.393 -0.44
O -1.384 1.329 -0.255 -0.46
S -1.759 0.128 0.449 0.76
H -0.011 -0.557 -1.470 0.14
H 2.184 0.799 1.065 0.04

---

8
Properties=species:S:1:pos:R:3:lowdin_charge:R:1 method="wB97M-V/def2-TZVPD" total_energy_ev=-16018.390 orbital_gap_ha=0.3873 homo_energy_ev=-11.145 smiles="N#C[SiH2][N+](=O)[O-]"
C 1.199 0.828 -0.811 -0.33
N 1.936 0.772 -1.720 0.10
N -0.742 -0.964 -0.031 -0.54
O -1.822 -0.732 -0.568 -0.02
O -0.208 -2.039 0.116 0.03
Si -0.049 0.630 0.534 0.74
H -1.281 1.375 0.763 -0.01
H 0.968 0.130 1.718 0.03

---

8
Properties=species:S:1:pos:R:3:lowdin_charge:R:1 method="wB97M-V/def2-TZVPD" total_energy_ev=-10183.507 orbital_gap_ha="0.3060 / 0.3440" homo_energy_ev="-9.602 / -10.423" smiles="C=[N+]([O-])[N+](=O)[O-]"
C -1.434 0.052 -0.308 0.25
N 0.116 0.374 0.506 -0.17
N 1.279 -0.289 -0.146 -0.40
O 0.290 1.241 1.327 0.04
O 1.003 -1.122 -0.946 0.09
O 2.328 0.091 0.259 0.14
H -2.242 0.437 0.268 0.03
H -1.340 -0.784 -0.960 0.01

---

9
Properties=species:S:1:pos:R:3:lowdin_charge:R:1 method="wB97M-V/def2-TZVPD" total_energy_ev=-21023.873 charge=-2 orbital_gap_ha=0.2107 homo_energy_ev=1.369
C 0.597 -0.209 -0.653 -0.62
N -0.082 -0.226 0.900 -0.29
N 0.659 -1.542 -1.191 -0.01
O -0.471 1.558 2.762 -0.73
O 1.032 0.767 -1.372 -0.18
O -1.648 1.729 0.498 -0.69
S -0.288 1.509 1.203 0.45
H -0.107 -1.513 -1.825 0.02
H 0.308 -2.074 -0.323 0.06

---

9
Properties=species:S:1:pos:R:3:lowdin_charge:R:1 method="wB97M-V/def2-TZVPD" total_energy_ev=-21024.430 orbital_gap_ha="0.3137 / 0.3007" homo_energy_ev="-9.599 / -9.165"
C 1.291 -0.031 -0.528 -0.54
N 0.096 0.172 0.001 0.17
N 1.368 -1.560 -0.818 -0.45
O 0.394 -2.344 -0.532 -0.09
O 2.267 0.593 -0.859 0.06
O 2.517 -3.539 -1.755 -0.50
S 2.753 -2.126 -1.514 1.04
H -0.446 -0.664 0.224 0.10
H -0.541 1.021 0.246 0.19